Record 1
C5H14NO | ωB97M-V/def2-TZVPD

Positions of all 21 atoms, in Å:
1 C -1.2557 -1.4795 0.0565
2 C 0.2738 -1.6087 -0.0768
3 C 0.9488 -0.2286 -0.4437
4 C 0.7830 -2.0524 1.3020
5 H -1.7328 -2.4496 0.1808
6 H -1.5304 -0.8202 0.8777
7 H -1.6413 -1.0445 -0.8583
8 H 0.3959 -2.2661 -0.9397
9 H 2.0352 -0.3375 -0.4164
10 H 0.6980 0.5060 0.3760
11 H 0.5977 0.2094 -1.3632
12 H 0.4098 -3.0102 1.6030
13 H 1.8515 -2.0075 1.3908
14 H 0.3628 -1.3257 1.9884
15 N 0.4220 2.8796 -1.0805
16 C -0.6285 2.4589 -0.0041
17 O -1.2650 1.2571 -0.1615
18 H 0.7195 2.0298 -1.5730
19 H -0.0769 3.4849 -1.7648
20 H -0.0334 2.4729 0.8853
21 H -1.3341 3.3318 0.0214

Forces on the atoms, in the same order (eV/Å):
0.3 0.2 -0.4
-0.6 1.5 0.0
-0.2 -0.5 2.1
-0.2 0.5 -0.9
0.1 -0.4 0.2
0.0 0.1 -0.2
-0.3 0.3 0.0
0.7 -0.6 0.3
0.2 -0.2 -0.4
0.2 -0.8 -1.0
-0.1 -0.2 -0.2
-0.1 -0.8 0.1
0.7 -0.2 0.0
0.0 0.2 0.3
-0.9 0.3 -0.4
-1.1 -1.1 -1.4
0.3 2.0 -0.3
-0.3 0.6 0.2
0.5 -0.9 0.4
0.6 0.2 1.2
0.3 -0.1 0.1

## Properties
energy relative to the best compared isomer or geometry (same formula, charge and spin): 80.6 kJ/mol
molar mass: 104.173 g/mol
lowest unoccupied orbital energy: 4.0 eV
charge: -1


Record 2
C5H14NO | ωB97M-V/def2-TZVPD

Positions of all 21 atoms, in Å:
1 C 0.0918 3.8788 -0.8483
2 C -0.6059 2.5519 -1.0639
3 C 0.4672 1.5161 -0.6235
4 C 0.0430 0.0373 -0.3516
5 C 0.5840 -0.6207 0.6928
6 N -0.3392 -1.6525 1.5275
7 H 1.1048 4.0367 -1.0048
8 H -0.4119 4.7380 -1.3775
9 H 0.0010 4.1620 0.2133
10 H -1.7303 2.4652 -0.6305
11 H -0.8043 2.4406 -2.1582
12 H 1.2547 1.3461 -1.4029
13 H 1.0518 1.8097 0.2822
14 H -0.5837 -0.4182 -1.0824
15 H 1.3989 -0.2824 1.5434
16 H -0.6359 -2.5053 1.1119
17 H 0.1956 -2.0308 2.4037
18 H -1.0927 -1.0296 1.7373
19 H 0.7736 -5.0460 0.1274
20 H -0.7993 -5.2928 0.1384
21 O -0.1037 -4.6258 0.3217

Forces on the atoms, in the same order (eV/Å):
-3.4 2.5 1.3
-0.9 -0.8 -0.9
1.1 -2.4 0.1
1.5 1.1 1.4
0.0 0.5 3.1
3.5 0.1 0.8
2.1 -0.7 -1.0
0.3 -1.0 0.3
-0.1 -0.1 -0.1
3.0 0.2 -0.3
0.3 -0.2 0.7
-0.7 0.9 0.2
-0.7 0.2 -0.6
-1.0 -0.4 0.0
-2.2 -0.4 -2.8
-0.5 -1.1 -1.3
-1.3 1.4 -1.8
-0.8 -0.1 0.8
-1.4 0.4 0.2
0.8 0.5 0.1
0.5 -0.6 -0.2

## Properties
energy relative to the best compared isomer or geometry (same formula, charge and spin): 324.7 kJ/mol
molar mass: 104.173 g/mol
lowest unoccupied orbital energy: -3.7 eV
charge: +1


Record 3
C5H14NO | ωB97M-V/def2-TZVPD

Positions of all 21 atoms, in Å:
1 C -0.9282 2.3724 -1.4541
2 C -0.6310 1.3042 -2.5052
3 C 0.4274 0.3129 -2.0403
4 C 0.1315 -0.4106 -0.7511
5 C 0.9410 -0.3531 0.2913
6 N 0.6708 -1.0248 1.5903
7 H -1.8436 2.9196 -1.6422
8 H -0.2020 3.1750 -1.4994
9 H -0.9023 2.0106 -0.4374
10 H -0.1853 1.7351 -3.4063
11 H -1.5949 0.8755 -2.7960
12 H 1.3862 0.8070 -1.8968
13 H 0.5815 -0.5005 -2.7547
14 H -0.6237 -1.1926 -0.7443
15 H 1.6040 0.4949 0.4355
16 H 1.5299 -1.5260 1.8246
17 H -0.0835 -1.7207 1.5984
18 H 0.4363 -0.4058 2.3652
19 H -0.0142 -3.6771 4.7825
20 H -0.3501 -2.2281 4.8314
21 O -0.3498 -2.9681 4.2085

Forces on the atoms, in the same order (eV/Å):
0.6 0.8 -0.5
-0.2 0.3 0.0
-0.2 -0.8 0.7
0.4 -1.1 -0.2
-0.9 1.8 0.6
0.2 -0.9 -0.3
-0.5 -0.3 0.0
0.6 0.1 0.1
-0.3 -0.3 0.3
-0.4 0.2 0.0
0.4 -0.5 0.0
0.1 0.2 -0.2
0.0 0.2 -0.3
-0.4 0.2 -0.1
0.4 -0.4 -0.1
-0.1 -0.1 0.5
0.1 -0.1 -0.4
0.2 0.4 -0.1
-0.2 0.0 -0.5
-0.2 0.0 -0.1
0.4 0.2 0.5

## Properties
energy relative to the best compared isomer or geometry (same formula, charge and spin): 162.6 kJ/mol
molar mass: 104.173 g/mol
lowest unoccupied orbital energy: -3.5 eV
charge: +1


Record 4
C5H14NO | ωB97M-V/def2-TZVPD

Positions of all 21 atoms, in Å:
1 C -0.4667 -2.3452 -0.8970
2 C -0.2729 -0.9100 -0.4860
3 N -0.7676 0.1726 -1.4875
4 C 0.8446 -0.5124 0.4561
5 C 1.2616 0.9629 0.6301
6 C 0.2687 1.6661 1.5636
7 O -0.7741 2.0467 0.6444
8 H 0.0026 -2.7347 -1.8729
9 H -1.4941 -2.6252 -1.1453
10 H 0.1336 -2.9971 -0.2375
11 H -1.1607 -0.9359 0.2184
12 H -1.1257 0.9979 -0.9947
13 H -1.4031 -0.1775 -2.2051
14 H -0.0122 0.6458 -1.9964
15 H 1.7036 -1.1448 0.1987
16 H 0.5397 -0.8843 1.4289
17 H 1.3276 1.5075 -0.3483
18 H 2.2157 1.0641 1.1610
19 H -0.1199 1.0391 2.3885
20 H 0.7933 2.5934 1.8785
21 H -1.4938 2.5712 1.1025

Forces on the atoms, in the same order (eV/Å):
2.3 -1.7 -3.4
-4.1 0.6 2.0
1.6 0.1 -0.4
1.9 -0.5 -0.6
-0.5 -0.4 0.5
0.6 1.2 -1.5
-2.1 0.8 0.9
0.0 1.3 0.9
0.0 0.0 1.1
-1.1 0.2 0.4
0.6 0.9 -0.7
-0.6 -0.2 0.8
-0.2 -0.1 0.3
0.3 -0.7 -0.2
0.2 0.4 -0.1
0.0 -0.1 0.1
0.1 -0.3 1.0
0.1 -0.5 -0.5
0.4 0.4 -0.3
-0.6 -0.5 0.5
1.3 -0.9 -0.7

## Properties
energy relative to the best compared isomer or geometry (same formula, charge and spin): 174.0 kJ/mol
molar mass: 104.173 g/mol
lowest unoccupied orbital energy: -3.2 eV
charge: +1
SMILES string: C[C@H]([NH3+])CCCO


Record 5
C5H14NO | ωB97M-V/def2-TZVPD

Positions of all 21 atoms, in Å:
1 C 1.3927 -1.5865 -2.1843
2 C 1.9770 -0.7954 -1.0188
3 C 1.1090 -0.9918 0.2271
4 C -0.0582 0.0649 0.3393
5 C -0.4960 1.8090 1.8709
6 N 0.3378 1.1237 1.1803
7 H 1.4741 -2.7041 -2.0307
8 H 0.2786 -1.5754 -2.1679
9 H 1.8246 -1.4019 -3.1093
10 H 2.8586 -1.3543 -0.6780
11 H 2.2258 0.2861 -1.1783
12 H 0.7382 -2.0197 -0.0291
13 H 1.7904 -0.8523 1.1005
14 H -0.4004 0.3839 -0.5824
15 H -0.8519 -0.5544 0.8337
16 H -0.3691 2.7434 2.4260
17 H -1.4506 1.3945 1.6375
18 H 1.3541 1.2555 1.2668
19 H -4.3702 0.8033 0.7761
20 H -4.7828 2.2463 0.2560
21 O -4.5817 1.7252 1.0646

Forces on the atoms, in the same order (eV/Å):
-1.8 -1.7 1.8
0.7 -0.3 0.7
-0.1 0.9 -1.2
0.3 -5.1 1.6
0.0 -0.4 -1.5
1.2 2.1 1.9
0.7 1.1 0.2
0.5 0.9 -0.6
0.5 0.6 -1.8
0.5 0.7 -0.6
-0.1 -1.0 -0.3
-0.1 0.8 1.6
-0.9 -0.8 -0.2
-0.5 0.9 -1.9
0.2 1.1 -0.3
0.6 -0.7 0.1
-1.3 0.5 0.7
-0.4 0.4 -0.2
-0.6 1.3 0.1
0.1 -0.7 0.7
0.5 -0.6 -0.9

## Properties
energy relative to the best compared isomer or geometry (same formula, charge and spin): 282.3 kJ/mol
molar mass: 104.173 g/mol
lowest unoccupied orbital energy: -5.3 eV
charge: +1


Record 6
C5H14NO | ωB97M-V/def2-TZVPD

Positions of all 21 atoms, in Å:
1 C 1.8930 1.0827 0.2602
2 C 0.6870 1.6380 0.9538
3 C -0.4013 0.5833 1.2931
4 C -0.6984 -0.4121 0.1427
5 C -0.8138 0.7404 -2.0501
6 N -1.3272 0.3955 -0.9316
7 H 2.7486 1.7549 0.3525
8 H 2.1833 0.1417 0.7384
9 H 1.7655 0.9209 -0.8157
10 H 1.0390 2.0400 1.9025
11 H 0.0842 2.2926 0.3201
12 H 0.0029 -0.0899 2.0640
13 H -1.3357 0.8941 1.7753
14 H 0.2260 -0.7574 -0.2907
15 H -1.3878 -1.0990 0.6197
16 H -1.0945 1.6955 -2.4780
17 H -0.1394 0.0532 -2.5541
18 H -2.2384 0.7868 -0.6998
19 H 0.3036 -3.3236 1.1047
20 H 0.0397 -4.0920 -0.1313
21 O 0.3444 -3.2226 0.1396

Forces on the atoms, in the same order (eV/Å):
0.6 -0.4 -0.4
-1.9 -0.6 0.3
1.3 -1.4 0.4
-0.2 1.4 0.4
-0.2 -0.4 0.3
-0.7 -0.1 -0.1
-0.1 0.0 0.0
0.1 0.0 -0.2
0.0 -0.2 0.1
-0.5 0.7 -0.2
0.8 1.1 0.2
0.1 0.0 -0.1
0.2 0.7 -0.5
0.0 -0.9 0.2
0.0 -0.7 -0.9
-0.6 -0.4 -0.5
0.7 0.5 0.4
0.4 0.8 0.4
0.2 0.2 -0.2
0.0 -0.2 -0.4
-0.2 -0.2 0.7

## Properties
energy relative to the best compared isomer or geometry (same formula, charge and spin): 220.8 kJ/mol
molar mass: 104.173 g/mol
lowest unoccupied orbital energy: -5.2 eV
charge: +1


Record 7
C5H14NO | ωB97M-V/def2-TZVPD

Positions of all 21 atoms, in Å:
1 C 1.1294 1.0893 -1.7615
2 C 0.6416 0.1469 -0.6959
3 C -0.6423 -0.6947 -1.0091
4 C -1.4695 -1.1476 0.1452
5 C -2.8126 -1.2865 0.0022
6 N 0.3126 0.9450 0.6025
7 H 0.3752 1.8126 -2.0976
8 H 2.0307 1.6879 -1.5587
9 H 1.3687 0.4343 -2.6077
10 H 1.5154 -0.5147 -0.5233
11 H -0.3071 -1.6324 -1.5608
12 H -1.1157 -0.0598 -1.7790
13 H -1.0317 -1.3372 1.1203
14 H -3.4012 -1.7284 0.7863
15 H -3.2471 -1.0304 -0.9392
16 H 0.7375 0.4944 1.4777
17 H -0.7097 1.0002 0.6990
18 H 0.6091 1.9514 0.5108
19 H 2.6856 -0.2523 2.7070
20 H 1.5480 0.0428 3.7090
21 O 1.7831 0.0791 2.7729

Forces on the atoms, in the same order (eV/Å):
-0.4 0.3 -1.1
0.3 -0.5 1.3
2.0 -0.2 -1.7
-2.4 0.5 -0.1
2.3 0.0 0.5
0.5 0.7 -0.1
-0.1 -0.3 0.0
-0.2 -0.5 0.4
0.0 0.3 -0.1
-0.7 0.3 0.7
-0.2 1.2 0.5
-0.8 -0.6 0.5
0.3 -0.3 -0.2
-0.3 0.1 0.1
-0.5 0.0 -0.4
-0.2 0.7 -0.8
0.2 -0.3 0.1
0.1 -1.3 0.3
0.0 0.0 0.0
0.1 0.0 -0.1
-0.1 0.0 0.1

## Properties
energy relative to the best compared isomer or geometry (same formula, charge and spin): 123.1 kJ/mol
molar mass: 104.173 g/mol
lowest unoccupied orbital energy: -3.0 eV
charge: +1


Record 8
C5H14NO | ωB97M-V/def2-TZVPD

Positions of all 21 atoms, in Å:
1 C -0.6017 1.4949 0.5030
2 C -1.2225 0.7457 -0.6458
3 C -1.9559 -0.5302 -0.2241
4 C -0.1899 -2.1851 -1.2518
5 C -1.3683 -1.8362 -0.6899
6 N 0.5145 0.5344 1.0437
7 H -0.0266 2.4094 0.3071
8 H -1.2261 1.6802 1.3941
9 H -0.4806 0.5537 -1.4216
10 H -1.9789 1.4402 -1.0820
11 H -2.0476 -0.4700 0.8586
12 H -2.9657 -0.5547 -0.6369
13 H 0.3411 -1.6407 -2.0347
14 H 0.4591 -2.8994 -0.7248
15 H -2.1071 -2.6436 -0.5551
16 H 0.9169 0.7658 1.9506
17 H 1.2290 0.6562 0.3235
18 H 0.0429 -0.3624 1.1630
19 H 3.9254 0.7304 1.4550
20 H 3.9389 1.8932 0.3437
21 O 3.5237 1.0860 0.6499

Forces on the atoms, in the same order (eV/Å):
1.3 -0.3 1.8
-1.2 1.3 -0.7
-0.1 0.3 -2.1
0.8 0.9 0.6
-0.3 -0.7 0.4
-1.0 1.1 -0.1
-0.6 -0.1 -0.4
-0.2 -0.1 -0.7
0.0 0.0 0.0
0.7 -0.4 0.1
-0.2 -0.8 0.3
-0.2 0.5 0.4
0.2 0.9 0.9
-1.1 -1.3 -1.3
0.9 -0.2 1.4
0.0 0.4 -0.1
0.5 -1.2 0.3
0.7 -0.5 -0.7
0.4 0.6 -0.4
0.5 0.0 0.4
-1.1 -0.6 0.0

## Properties
energy relative to the best compared isomer or geometry (same formula, charge and spin): 299.9 kJ/mol
molar mass: 104.173 g/mol
lowest unoccupied orbital energy: -3.3 eV
charge: +1


Record 9
C5H14NO | ωB97M-V/def2-TZVPD

Positions of all 21 atoms, in Å:
1 C 0.7888 0.9705 0.9698
2 C -0.5275 0.9940 0.2309
3 C -1.1533 -0.4158 0.2072
4 C -1.5703 -0.9536 -0.9203
5 C -1.3763 -1.0507 1.5702
6 N 1.8257 0.0434 0.3258
7 H 1.2471 1.9574 0.9967
8 H 0.6196 0.6248 1.9814
9 H -0.5110 1.3520 -0.7904
10 H -1.2262 1.5539 0.8443
11 H -1.3594 -0.4801 -1.8821
12 H -2.1038 -1.8647 -1.1658
13 H -2.0211 -0.4498 2.2046
14 H -1.9486 -1.9659 1.3973
15 H -0.4347 -1.3739 2.0031
16 H 1.5564 -0.8921 0.6076
17 H 1.7388 0.1024 -0.7022
18 H 2.7344 0.3708 0.6333
19 H 1.7265 -0.1225 -2.9467
20 H 0.6824 0.9921 -3.0919
21 O 1.3125 0.6078 -2.4729

Forces on the atoms, in the same order (eV/Å):
0.2 0.8 -0.5
-0.7 -1.9 0.1
-0.1 0.4 0.9
0.2 0.0 -1.9
-0.7 -0.8 -1.4
-1.4 0.8 0.1
0.0 0.0 0.1
0.2 -0.1 0.2
0.3 0.4 0.1
0.1 0.6 -0.1
0.1 0.4 0.3
0.0 -0.3 1.1
0.5 0.3 0.4
0.1 0.0 0.1
0.0 0.2 0.6
0.6 -0.4 0.1
0.0 0.3 0.0
0.3 -0.6 0.0
0.0 0.1 -0.3
0.0 0.1 0.0
0.3 -0.3 0.2

## Properties
energy relative to the best compared isomer or geometry (same formula, charge and spin): 115.0 kJ/mol
molar mass: 104.173 g/mol
lowest unoccupied orbital energy: -3.3 eV
charge: +1


Record 10
C5H14NO | ωB97M-V/def2-TZVPD

Positions of all 21 atoms, in Å:
1 C -0.5791 -2.1065 0.1446
2 C 3.3271 -0.0954 0.3807
3 C -2.2097 0.7102 -1.0293
4 C -0.9621 1.4074 0.8770
5 C -0.4982 -0.8784 -0.2488
6 N -1.4834 0.2007 0.1963
7 O 0.3341 -0.3999 -1.1848
8 H -1.2342 -2.3515 0.9837
9 H 2.9281 -1.1622 0.6705
10 H 0.1158 -2.7681 -0.2996
11 H 2.4935 0.7169 0.4526
12 H 3.6798 -0.0555 -0.6374
13 H 4.2298 0.1583 1.0141
14 H -2.6067 1.7642 -0.6665
15 H -1.4323 0.8827 -1.9285
16 H -2.9457 0.1305 -1.4515
17 H -1.7479 1.9515 1.1573
18 H -0.2739 1.0346 1.5941
19 H -0.2726 1.9066 0.2411
20 H -2.0052 -0.1778 0.9535
21 H 1.1428 -0.8682 -1.2191

Forces on the atoms, in the same order (eV/Å):
-0.9 -0.3 1.7
-1.0 -0.1 1.2
2.1 4.3 -0.4
4.4 -2.5 -1.4
-0.1 2.0 -0.5
1.3 -0.4 -2.2
-1.7 1.7 0.1
0.2 -0.4 -0.5
0.8 2.1 -0.6
0.3 -1.0 -0.1
1.5 -1.5 0.2
0.0 -0.3 -0.4
-1.3 -0.2 -0.5
0.5 -2.3 -1.3
-1.5 -0.3 2.5
-1.8 -1.7 -0.2
-2.8 2.2 1.5
0.0 -0.1 1.6
0.0 0.8 -1.0
-1.4 -1.1 0.0
1.5 -0.9 0.1

## Properties
energy relative to the best compared isomer or geometry (same formula, charge and spin): 325.0 kJ/mol
molar mass: 104.173 g/mol
lowest unoccupied orbital energy: -3.0 eV
charge: +1


Record 11
C5H14NO2 | ωB97M-V/def2-TZVPD

Positions of all 22 atoms, in Å:
1 C -1.2748 -1.5908 2.9878
2 C -0.0524 -1.2754 2.1790
3 N -0.7721 -0.5109 1.1049
4 C 1.3252 1.1445 0.3622
5 C -0.0098 0.6935 -0.2616
6 C 0.0800 0.6376 -1.8007
7 O 0.9477 1.5711 -2.4843
8 H -1.9946 -2.2291 2.4510
9 H -1.8479 -0.6965 3.2969
10 H -1.0025 -2.1298 3.9128
11 H 0.3013 -2.2332 1.7983
12 H 0.6713 -0.6946 2.7247
13 H -0.8102 1.4103 -0.0892
14 H 1.9516 0.2921 0.6217
15 H 1.8174 1.7841 -0.3647
16 H 1.1938 1.7146 1.2882
17 H -0.2758 -0.4920 0.0395
18 H 0.3441 -0.3225 -2.2850
19 H -0.9582 0.8111 -2.0957
20 H 0.7572 1.2739 -3.4309
21 H -0.5422 0.1636 -5.1854
22 O 0.1510 0.6783 -4.7694

Forces on the atoms, in the same order (eV/Å):
-1.2 -0.3 1.5
-0.7 0.6 -2.5
-0.8 0.2 -0.8
-0.7 0.2 0.1
2.5 3.2 1.1
-0.3 -1.3 -1.9
-0.6 -0.4 1.9
0.4 0.2 0.0
0.5 -0.2 -0.2
0.0 0.1 -0.2
0.7 0.0 0.1
0.5 0.1 0.3
0.2 -0.3 0.5
0.1 -0.1 -0.3
0.3 -0.1 -0.1
-0.2 -0.1 -0.1
-0.6 -1.9 0.4
-0.2 -0.1 0.8
0.0 0.0 -0.4
-0.4 -0.1 -0.6
0.0 0.0 0.2
0.4 0.2 0.0

## Properties
energy relative to the best compared isomer or geometry (same formula, charge and spin): 523.8 kJ/mol
molar mass: 120.172 g/mol
lowest unoccupied orbital energy: 3.3 eV
charge: -1


> Which of these has the lowest lowest unoccupied orbital energy?

number 5


> Which value of molar mass does entry 2 give?

104.173 g/mol